#w
DFT (ωB97M-V/def2-TZVPD) results for CH2N2O3S2 as an isolated structure.

The geometry in XYZ format:
```
10
CH2N2O3S2 | OMol25 | ωB97M-V/def2-TZVPD
C 1.3448 0.7315 -1.1549
N 1.6344 0.3504 -0.0488
N -1.4900 0.4887 0.5760
O 0.9228 0.9928 -2.1923
O 0.3820 -0.0090 2.1854
O -0.1876 -1.6627 0.4581
S -2.0564 -0.0425 -0.9290
S -0.2261 -0.3189 0.9348
H 2.0723 0.6311 0.7907
H -2.3962 -1.1614 -0.6199
```

The molar mass comes out at 154.17 g mol⁻¹. The HOMO energy comes out at -9.3 eV. As for the LUMO energy: -0.85 eV.

Results of the Löwdin charge analysis, in e, for atoms 1 through 5: number 1, C, carries -0.35; number 2, N, carries 0.15; number 3, N, carries -0.57; number 4, O, carries 0.22; number 5, O, carries -0.30

#x
DFT (ωB97M-V/def2-TZVPD) results for one molecule with the formula CH2N2O3S2.

The geometry in XYZ format:
```
10
CH2N2O3S2 | OMol25 | ωB97M-V/def2-TZVPD
C 0.0142 0.3372 0.3524
N 0.1435 1.2957 -0.4550
N 0.0318 0.7093 1.7122
O -0.0505 -0.9784 0.2311
O -1.7934 2.7041 1.6595
O 0.1998 3.0033 3.0943
S -0.0293 -0.3029 2.9132
S -0.3837 2.7611 1.7486
H 0.0506 1.1691 -1.4639
H 0.3754 -1.4441 0.9538
```

The molar mass comes out at 154.17 g mol⁻¹. The HOMO energy (alpha / beta) comes out at -9.3 / -9.3 eV. As for the LUMO energy (alpha / beta): -3.36 / -3.30 eV.

Results of the Löwdin charge analysis, in e, for atoms 1 through 5: number 1, C, carries -0.64; number 2, N, carries 0.18; number 3, N, carries -0.55; number 4, O, carries 0.06; number 5, O, carries -0.42

Top of the stability list: #w, leading by 4.0 kcal/mol.

#w
DFT (ωB97M-V/def2-TZVPD) results for a 2-piece molecular cluster, CH5NO4 overall.

The geometry in XYZ format:
```
11
CH5NO4 | OMol25 | ωB97M-V/def2-TZVPD
C 1.3493 -0.8903 0.7348
O 1.5451 -0.8000 -0.6559
H 0.7447 -1.0928 -1.0958
H 1.1406 -1.9111 1.0565
H 2.2657 -0.5493 1.2089
H 0.4997 -0.2524 1.0590
O -1.3423 0.7945 0.0214
O -2.0750 2.0098 0.1804
N -1.5086 0.5852 -1.3903
O -1.2051 -0.5079 -1.6989
H -1.4140 2.6143 0.5800
```

The molar mass comes out at 95.05 g mol⁻¹. The HOMO energy comes out at -10.2 eV. Its structure (SMILES) is O=NOO.CO. As for the LUMO energy: -0.51 eV.

Results of the Löwdin charge analysis, in e, for atoms 1 through 5: number 1, C, carries -0.17; number 2, O, carries -0.12; number 3, H, carries 0.03; number 4, H, carries 0.08; number 5, H, carries 0.08

#x
DFT (ωB97M-V/def2-TZVPD) results for one molecule with the formula CH5NO4.

The geometry in XYZ format:
```
11
CH5NO4 | OMol25 | ωB97M-V/def2-TZVPD
C 0.7252 0.0564 0.3537
N -1.7904 -0.1281 -0.7306
O -0.6507 0.6713 -0.4887
O 0.7621 0.5571 1.5982
O 0.5964 -1.2871 0.4083
O 1.4922 0.5956 -0.5808
H 0.9250 1.5074 1.5305
H 1.2142 -1.6658 -0.2312
H 0.5587 0.8560 -1.1741
H -1.4766 -1.0979 -0.7992
H -2.3561 -0.0650 0.1138
```

The molar mass comes out at 95.05 g mol⁻¹. The HOMO energy comes out at -9.6 eV. Its structure (SMILES) is NOC(O)(O)O. As for the LUMO energy: 0.56 eV.

Results of the Löwdin charge analysis, in e, for atoms 1 through 5: number 1, C, carries -0.68; number 2, N, carries 0.02; number 3, O, carries -0.22; number 4, O, carries 0.14; number 5, O, carries 0.12

Top of the stability list: #x, leading by 77.2 kcal/mol.

#w
DFT (ωB97M-V/def2-TZVPD) results for an isolated ion of composition CH3ClN3S and charge +1.

The geometry in XYZ format:
```
9
CH3ClN3S | OMol25 | ωB97M-V/def2-TZVPD
C -0.1183 0.8028 -0.4802
N -1.3576 -2.3460 0.4909
N -0.2849 -0.4270 -0.0889
N -0.8097 -1.4985 -0.1680
S 1.3282 1.7528 -0.3792
Cl 1.0317 3.1166 1.1250
H -0.8039 1.0948 -1.1469
H -1.1789 -3.3245 0.2458
H 2.1934 0.8291 0.4016
```

The molar mass comes out at 124.58 g mol⁻¹. The HOMO energy (alpha / beta) comes out at -13.6 / -13.6 eV. As for the LUMO energy (alpha / beta): -6.09 / -6.08 eV. The total charge is +1.

Results of the Löwdin charge analysis, in e, for atoms 1 through 5: number 1, C, carries -0.45; number 2, N, carries 0.18; number 3, N, carries 0.05; number 4, N, carries -0.04; number 5, S, carries 0.74

#x
DFT (ωB97M-V/def2-TZVPD) results for an isolated ion of composition CH3ClN3S and charge +1.

The geometry in XYZ format:
```
9
CH3ClN3S | OMol25 | ωB97M-V/def2-TZVPD
C 0.5758 -0.8835 -0.1433
N -0.4453 2.0685 0.8132
N 0.0428 0.0206 0.5769
N -0.5777 1.0142 0.2641
S 1.0686 -2.4189 0.4180
Cl -2.0653 0.8066 -0.9370
H 0.6927 -0.7024 -1.2049
H -0.8845 2.9730 0.8268
H 1.5930 -2.8781 -0.6139
```

The molar mass comes out at 124.58 g mol⁻¹. The HOMO energy comes out at -15.3 eV. Its structure (SMILES) is [H]/N=[N+](Cl)/N=C/S. As for the LUMO energy: -6.61 eV. The total charge is +1.

Results of the Löwdin charge analysis, in e, for atoms 1 through 5: number 1, C, carries -0.45; number 2, N, carries 0.24; number 3, N, carries -0.01; number 4, N, carries -0.48; number 5, S, carries 1.02

Top of the stability list: #x, leading by 9.2 kcal/mol.

#w
DFT (ωB97M-V/def2-TZVPD) results for an isolated ion of composition C2H8N5 and charge +1.

The geometry in XYZ format:
```
15
C2H8N5 | OMol25 | ωB97M-V/def2-TZVPD
C 1.9588 0.5285 -0.2078
C -1.5963 0.0448 -0.0192
N -0.3300 0.8424 0.0032
N 3.0861 -0.1648 0.1170
N -2.5581 0.9763 0.1685
N -1.7527 -1.2855 -0.0108
N 0.7618 0.0720 0.1451
H 2.1371 1.5844 -0.4510
H 3.9795 0.0707 -0.2697
H 3.0694 -1.1757 0.0491
H -2.2339 1.9236 0.1641
H -3.4374 0.7537 -0.2892
H -0.9814 -1.8316 0.2844
H -2.6375 -1.5853 -0.3160
H 0.5347 -0.7535 0.6322
```

The molar mass comes out at 102.12 g mol⁻¹. The HOMO energy comes out at -12.1 eV. Its structure (SMILES) is N/C=[NH+]/N=C(N)N. As for the LUMO energy: -3.55 eV. The total charge is +1.

Results of the Löwdin charge analysis, in e, for atoms 1 through 5: number 1, C, carries -0.08; number 2, C, carries -0.36; number 3, N, carries 0.02; number 4, N, carries 0.13; number 5, N, carries 0.15

#x
DFT (ωB97M-V/def2-TZVPD) results for an isolated ion of composition C2H8N5 and charge +1.

The geometry in XYZ format:
```
15
C2H8N5 | OMol25 | ωB97M-V/def2-TZVPD
C 1.0669 0.0341 -0.1113
C 2.3187 0.6829 0.2299
N -2.2147 0.3919 0.1314
N -1.1912 -0.2658 -0.1843
N 1.0744 -1.2198 -0.4028
N -3.3691 -0.1860 0.2876
N -0.0917 0.6347 -0.2327
H 2.6733 0.3341 1.1313
H 3.2433 0.4807 -0.4259
H 2.1134 1.7622 0.3147
H 1.8830 -1.7333 -0.2600
H 0.1557 -1.7058 -0.5148
H -3.3387 -1.1996 0.1106
H -4.1441 0.3317 0.1801
H -0.1790 1.6579 -0.2538
```

The molar mass comes out at 102.12 g mol⁻¹. The HOMO energy comes out at -13.8 eV. Its structure (SMILES) is C/C(N)=[NH+]/N=N/N. As for the LUMO energy: -3.55 eV. The total charge is +1.

Results of the Löwdin charge analysis, in e, for atoms 1 through 5: number 1, C, carries -0.40; number 2, C, carries 0.03; number 3, N, carries -0.06; number 4, N, carries 0.01; number 5, N, carries 0.22

Top of the stability list: #w, leading by 9.3 kcal/mol.